# C24H40O4

One molecule with the formula C24H40O4 (ωB97M-V with the def2-TZVPD basis set, the Open Molecules 2025 dataset).

```
68
Properties=species:S:1:pos:R:3:forces:R:3
C 3.493 -0.230 -2.384 -0.004 0.255 0.111
C 3.531 0.638 -1.125 0.020 -0.294 0.118
C 4.838 0.382 -0.355 -0.048 -0.026 -0.063
C 4.989 -1.036 0.192 0.059 0.295 -0.066
C 6.387 -1.290 0.688 0.157 0.051 -0.027
O 7.373 -0.672 0.390 0.079 0.119 -0.069
O 6.428 -2.340 1.524 -0.187 -0.494 0.359
C 2.303 0.434 -0.224 0.109 0.334 -0.190
C 2.372 1.307 1.053 -0.049 -0.045 -0.008
C 0.928 1.689 1.420 0.047 -0.222 0.128
C 0.082 0.807 0.505 -0.076 0.531 -0.089
C -1.394 1.152 0.303 0.138 -0.472 0.521
C -2.140 1.226 1.647 -0.379 0.006 -0.476
O -1.664 2.265 2.476 0.106 0.350 0.229
C -3.646 1.393 1.428 0.127 -0.234 0.075
C -4.245 0.309 0.535 0.090 0.055 0.108
C -4.257 -1.038 1.262 -0.345 -0.194 -0.222
C -4.886 -2.139 0.414 0.238 0.292 -0.227
O -4.827 -3.338 1.161 0.010 -0.261 0.178
C -4.138 -2.250 -0.914 -0.266 0.120 0.127
C -4.155 -0.907 -1.632 0.183 -0.081 0.088
C -3.525 0.250 -0.831 -0.277 -0.041 -0.103
C -3.820 1.530 -1.628 0.133 -0.189 0.158
C -2.005 0.062 -0.603 -0.139 0.262 -0.278
C -1.213 -0.041 -1.912 0.062 -0.297 0.208
C 0.276 -0.316 -1.684 -0.057 0.233 -0.102
C 0.902 0.764 -0.802 0.032 -0.468 0.066
C 0.933 2.105 -1.538 -0.077 -0.190 0.183
H 3.186 -1.247 -2.153 -0.045 -0.168 -0.028
H 4.477 -0.261 -2.846 0.102 -0.046 -0.102
H 2.799 0.174 -3.115 -0.095 -0.034 -0.108
H 3.564 1.687 -1.437 -0.029 0.030 0.043
H 4.927 1.085 0.473 0.067 0.051 0.008
H 5.679 0.573 -1.025 -0.010 0.052 0.053
H 4.799 -1.770 -0.595 -0.038 -0.108 0.047
H 4.297 -1.238 1.009 -0.048 -0.082 -0.036
H 7.338 -2.503 1.818 -0.046 0.242 -0.215
H 2.280 -0.620 0.070 -0.044 -0.091 0.007
H 2.849 0.762 1.867 0.115 0.039 0.048
H 2.966 2.203 0.867 0.122 0.021 0.017
H 0.710 1.512 2.470 -0.015 0.117 -0.008
H 0.738 2.742 1.217 -0.032 0.070 0.042
H 0.110 -0.207 0.925 0.016 -0.113 -0.045
H -1.475 2.133 -0.175 -0.044 0.089 -0.032
H -1.943 0.316 2.223 0.002 -0.054 -0.093
H -1.811 3.105 2.027 -0.021 -0.022 0.020
H -3.824 2.375 0.983 0.030 0.090 0.015
H -4.139 1.384 2.403 -0.013 0.069 0.017
H -5.292 0.576 0.343 0.009 0.003 -0.056
H -3.251 -1.358 1.527 0.097 -0.071 0.060
H -4.823 -0.945 2.190 0.025 0.020 0.083
H -5.941 -1.884 0.210 0.145 0.043 0.002
H -5.163 -4.060 0.619 0.013 0.042 0.024
H -3.116 -2.577 -0.720 0.058 -0.088 0.050
H -4.614 -3.006 -1.546 0.039 -0.050 0.009
H -3.665 -1.004 -2.602 -0.065 0.063 -0.076
H -5.198 -0.641 -1.828 -0.046 0.069 -0.082
H -4.887 1.741 -1.614 -0.130 0.020 -0.004
H -3.303 2.395 -1.224 0.045 0.175 0.001
H -3.519 1.409 -2.665 0.034 0.037 -0.131
H -1.871 -0.887 -0.075 0.060 -0.065 0.054
H -1.323 0.877 -2.489 -0.083 0.051 -0.102
H -1.611 -0.858 -2.515 -0.055 0.050 -0.093
H 0.767 -0.371 -2.655 0.071 -0.075 -0.028
H 0.390 -1.288 -1.198 0.054 -0.088 0.034
H 1.424 1.990 -2.501 0.084 0.026 -0.121
H 1.474 2.852 -0.967 0.079 0.184 0.043
H -0.067 2.484 -1.724 -0.093 0.107 -0.054
```
Positions in Å, forces in eV/Å.

* relative energy (zero: lowest compared OMol25 entry of this formula, charge and spin): 0.0 kcal per mole
* 2S+1: 1
* total energy: -33729.530 eV
* HOMO: -9.47 eV
* LUMO level: 0.65 eV
* SMILES string: C[C@H](CCC(=O)O)[C@H]1CC[C@H]2[C@@H]3[C@@H](O)C[C@@H]4C[C@H](O)CC[C@]4(C)[C@H]3CC[C@]12C
* Kohn-Sham gap: 10.12 eV